(1)
This record from OMol25 describes 2 unconnected molecules or ions with the total composition C8H4F2NO9S at a distorted geometry. The level of theory is wB97M-V/def2-TZVPD.

Properties
HOMO level   -5.86 eV
Net charge   -1
DFT total energy   -44549.685 eV
Lowest unoccupied orbital energy   0.66 eV

Geometry (Å):
O (0.578, 1.911, 0.573)
C (0.268, 2.599, -0.342)
F (0.977, 2.470, -1.511)
N (-0.794, 3.559, -0.156)
C (-0.458, 4.875, -0.653)
O (-0.365, 5.206, -1.778)
F (-0.201, 5.845, 0.316)
S (-2.346, 2.984, -0.731)
O (-3.367, 3.936, -0.248)
O (-2.521, 1.666, -0.107)
O (-2.402, 2.861, -2.258)
C (1.199, -4.080, 0.440)
C (1.126, -3.480, 1.630)
C (0.666, -2.064, 1.764)
O (0.598, -1.565, 2.873)
C (0.321, -1.335, 0.546)
C (0.397, -1.935, -0.647)
C (0.830, -3.359, -0.779)
O (0.869, -3.875, -1.882)
O (0.087, -1.283, -1.783)
O (1.462, -4.122, 2.768)
H (1.527, -5.105, 0.330)
H (0.007, -0.306, 0.654)
H (0.221, -1.930, -2.501)
H (1.320, -3.472, 3.483)


(2)
This record from OMol25 describes HOP in the gas phase at a distorted geometry. The level of theory is wB97M-V/def2-TZVPD.

Properties
Structure (SMILES)   O=P
HOMO level   -9.95 eV
Relative energy (zero: lowest compared OMol25 entry of this formula, charge and spin)   19.8 kJ/mol
DFT total energy   -11350.976 eV
Lowest unoccupied orbital energy   -1.48 eV

Geometry (Å):
O (-1.176, 0.586, -0.009)
P (-0.168, -0.614, -0.005)
H (1.344, 0.028, 0.014)


(3)
This record from OMol25 describes a molecular structure, C22H32N8NiS2Si2. The level of theory is wB97M-V/def2-TZVPD.

Properties
HOMO level (spin up / spin down)   0.75 / -1.02 eV
Net charge   -2
Spin multiplicity   3
DFT total energy   -113724.401 eV
<S²>   2.042
Lowest unoccupied orbital energy (spin up / spin down)   4.11 / 4.08 eV

Geometry (Å):
Ni (-0.808, -0.229, -0.186)
N (-1.277, 1.743, 0.796)
N (-1.576, 1.921, 2.146)
C (-1.678, 0.811, 2.943)
N (-2.252, 1.106, 4.174)
S (-1.190, -0.703, 2.536)
H (-0.516, 2.341, 0.507)
H (-2.066, 1.878, 0.177)
H (-2.240, 2.648, 2.374)
H (-1.920, 1.970, 4.583)
H (-2.130, 0.325, 4.800)
C (-2.418, 2.129, -4.695)
Si (-2.470, 1.175, -3.040)
C (-3.646, 2.204, -1.927)
C (-3.471, -0.406, -3.363)
C (-4.323, -0.398, -4.476)
C (-5.196, -1.442, -4.735)
C (-5.242, -2.517, -3.858)
C (-4.400, -2.536, -2.757)
C (-3.489, -1.508, -2.487)
Si (-2.277, -1.758, -0.949)
C (-3.594, -2.507, 0.307)
C (-1.476, -3.408, -1.646)
H (-3.387, 2.577, -4.944)
H (-2.127, 1.470, -5.518)
H (-1.679, 2.929, -4.636)
H (-4.588, 2.440, -2.433)
H (-3.163, 3.145, -1.644)
H (-3.888, 1.645, -1.017)
H (-4.315, 0.446, -5.159)
H (-5.837, -1.417, -5.611)
H (-5.935, -3.336, -4.034)
H (-4.453, -3.385, -2.082)
H (-3.809, -3.567, 0.120)
H (-4.539, -1.956, 0.253)
H (-3.221, -2.423, 1.331)
H (-2.225, -4.062, -2.104)
H (-0.961, -3.969, -0.857)
H (-0.734, -3.156, -2.409)
S (-0.546, 1.138, -2.290)
C (2.249, 1.837, -0.115)
C (2.330, 0.374, 0.155)
N (1.303, -0.443, 0.278)
C (1.824, -1.673, 0.601)
C (3.179, -1.603, 0.654)
N (3.500, -0.297, 0.371)
C (4.856, 0.209, 0.254)
N (5.638, -0.009, 1.415)
N (6.821, -0.755, 1.326)
N (7.341, -0.757, 2.545)
C (6.558, -0.055, 3.392)
C (6.682, 0.228, 4.775)
C (5.677, 0.998, 5.370)
C (4.591, 1.485, 4.657)
C (4.446, 1.217, 3.272)
C (5.436, 0.447, 2.684)
H (1.337, 2.021, -0.678)
H (3.088, 2.191, -0.711)
H (2.227, 2.404, 0.820)
H (1.180, -2.517, 0.776)
H (3.940, -2.337, 0.862)
H (4.794, 1.274, 0.019)
H (5.375, -0.302, -0.557)
H (7.522, -0.152, 5.343)
H (5.743, 1.217, 6.432)
H (3.834, 2.073, 5.165)
H (3.591, 1.571, 2.709)


(4)
This record from OMol25 describes C3H5NS in the gas phase at a distorted geometry. The level of theory is wB97M-V/def2-TZVPD.

Properties
Structure (SMILES)   C=CNC=S
HOMO level   -8.59 eV
Relative energy (zero: lowest compared OMol25 entry of this formula, charge and spin)   62.8 kJ/mol
DFT total energy   -15516.221 eV
Lowest unoccupied orbital energy   0.22 eV

Geometry (Å):
C (1.853, -0.275, -0.127)
C (0.589, 0.216, -0.045)
C (-1.724, 0.325, 0.085)
H (2.672, 0.396, -0.295)
H (2.100, -1.298, 0.013)
H (0.456, 1.357, -0.048)
H (-0.565, -1.476, 0.181)
H (-1.557, 1.378, 0.210)
N (-0.571, -0.414, 0.131)
S (-3.254, -0.209, -0.105)